{
  "formula": "C60H153N11O19",
  "method": "ωB97M-V/def2-TZVPD",
  "lumo_ev": 0.28,
  "symbols": ["H", "C", "H", "H", "C", "H", "H", "H", "H", "H", "H", "H", "H", "H", "H", "C", "H", "H", "H", "C", "H", "H", "O", "H", "H", "H", "H", "H", "C", "N", "H", "H", "C", "C", "C", "H", "H", "C", "C", "H", "H", "H", "H", "C", "H", "H", "N", "H", "H", "N", "H", "H", "H", "H", "O", "H", "H", "H", "H", "C", "O", "C", "H", "C", "O", "H", "O", "H", "H", "H", "H", "C", "H", "H", "N", "N", "C", "H", "H", "H", "H", "H", "C", "H", "H", "C", "C", "C", "C", "H", "C", "H", "H", "H", "H", "C", "H", "H", "C", "H", "H", "C", "H", "H", "H", "O", "C", "H", "N", "C", "C", "H", "C", "N", "H", "H", "H", "H", "H", "C", "H", "C", "H", "C", "H", "H", "H", "H", "C", "H", "H", "H", "H", "C", "H", "C", "O", "H", "O", "H", "C", "H", "C", "H", "C", "N", "O", "H", "H", "C", "H", "H", "H", "H", "H", "C", "C", "H", "H", "H", "H", "C", "H", "H", "H", "O", "H", "C", "H", "H", "C", "H", "C", "C", "H", "H", "H", "H", "N", "C", "O", "H", "C", "C", "H", "H", "H", "C", "C", "O", "C", "H", "C", "H", "H", "H", "H", "H", "H", "H", "H", "H", "N", "H", "H", "H", "H", "H", "C", "H", "H", "H", "H", "C", "C", "H", "C", "H", "C", "H", "H", "H", "H", "H", "O", "O", "H", "H", "N", "O", "H", "O", "H", "H", "H", "O", "H", "C", "O", "H", "C", "H", "O"],
  "coordinates": [[2.13514, -1.51899, 2.81223], [-2.14026, -1.58098, 5.11445], [9.58525, -5.89944, 9.54261], [-3.50982, 5.16510, -3.17403], [-3.30509, -5.16229, 1.06533], [2.26108, -7.31492, -1.26564], [1.44542, -1.05394, 0.09071], [9.95299, -0.21747, 3.44943], [-2.02290, -1.32833, -2.44576], [-0.78389, -11.51559, -6.10762], [-0.29060, 7.39285, -8.30158], [-4.72038, 7.44440, -3.26893], [-4.40876, 3.57263, -1.74086], [6.04521, -6.89270, 7.62188], [-3.64262, 1.28439, 2.81759], [-1.28534, 6.55356, -2.49045], [7.39505, -4.82618, 6.37665], [-2.11697, 4.36468, 8.08130], [-2.97844, -13.17235, -9.71385], [-4.33837, -5.84505, 1.99236], [-9.75217, 8.53083, -5.90443], [-3.68879, -5.10700, 0.04659], [-4.50150, 4.26032, 7.04304], [-1.63316, -4.94623, -6.41287], [-5.52886, 4.15758, -2.71142], [-10.07022, 2.41227, -4.89996], [-1.97977, -9.03547, -4.93320], [-10.34389, 3.27835, -6.75289], [1.97923, 8.45549, -7.22303], [6.89730, -5.56367, 8.88655], [-3.35300, -1.34927, -1.32688], [-2.22109, -6.91434, 1.05054], [7.52331, -6.38307, 9.99336], [-1.17650, -5.51731, 0.02392], [-0.01210, 3.23181, 10.63544], [-5.82028, 6.22672, -3.57904], [2.92589, -5.81831, -0.44052], [-2.86695, -0.30370, 4.67095], [9.56881, 2.81546, 3.60585], [8.03953, 4.15143, 4.20898], [3.67403, 0.51727, -6.61009], [12.61821, 1.45726, 3.29464], [-0.41209, -0.91978, -0.69101], [9.94288, -7.86927, 11.15853], [-3.29056, 0.22461, 5.52508], [10.81213, 1.84096, 4.86737], [0.66158, 0.31027, 1.43784], [8.23579, 4.18685, 6.97336], [-6.83460, -7.11002, 2.36891], [-2.05175, -5.92292, 1.14274], [-0.06776, -7.30155, -0.54621], [-2.99301, -11.50733, -10.28786], [8.94199, 1.92833, 3.51535], [-1.63891, -0.92697, 7.07430], [-2.30477, 6.98269, -1.59633], [-1.93151, 2.96075, -6.04734], [-2.66937, 5.14497, -0.70076], [-0.67333, -6.89460, -5.08157], [-4.47976, -12.44467, -9.78015], [-1.07571, 5.10033, -7.62926], [2.05417, 1.87702, -6.48680], [2.67566, 0.72646, -6.99426], [3.88416, -5.46701, 7.65865], [7.72985, 3.26599, 6.68328], [8.54992, 2.74115, 5.70888], [-0.89696, 1.63991, 0.84278], [2.06539, 8.88881, -5.88300], [-3.35271, -0.17667, -2.72193], [0.65145, -6.53128, 0.88275], [11.09084, -2.34329, 4.68948], [-0.47465, 7.28215, -2.48741], [-10.24147, 7.65005, -5.48859], [0.92449, 4.76691, -8.39519], [3.33360, 2.08187, -4.74880], [0.67232, -0.54948, -7.66308], [10.93789, 2.40150, 4.03666], [-9.76799, 4.20360, -6.77166], [1.57977, 3.85985, 8.29920], [-2.87677, 2.38306, -7.30312], [8.83912, -4.82599, 10.77975], [9.44156, 4.46918, 5.09602], [-8.82796, 6.46911, -6.63745], [0.15291, -6.34681, -0.06884], [3.61304, 10.33400, -6.08756], [0.51487, 5.05373, 9.15963], [2.29145, -6.22601, -1.22752], [2.65006, -1.09545, 1.94992], [-5.91682, -7.63987, 2.11387], [1.81142, -0.35524, 0.84301], [-0.21617, -9.27852, -5.14884], [-3.80581, 5.19077, 6.20214], [-0.38894, 4.10461, 11.16865], [11.49185, -0.68219, 2.84584], [10.48371, -8.28614, 12.00813], [2.46674, 0.31944, 0.29214], [-2.76241, -0.68969, -1.96269], [-7.89152, 3.01078, -6.74994], [2.85251, -2.11377, -7.86215], [-0.99309, -7.46570, -5.95318], [0.32132, 5.19157, 6.72586], [-9.46913, 8.02919, -2.29712], [-0.24614, 0.85973, 0.44800], [2.63072, 0.71916, 3.91295], [0.34706, 1.41569, -0.27803], [2.15676, 6.31712, -7.43614], [3.65961, -0.18465, 2.39045], [8.89955, -5.84133, 10.38791], [-3.03004, -5.33778, -7.46290], [-1.24207, -2.07906, 4.10420], [-2.06385, -5.68102, -7.09308], [11.54218, 1.43984, 3.12160], [-9.06475, 2.03709, -3.54008], [-9.89746, 6.59107, -6.46598], [-10.33141, 5.25060, -5.97465], [-6.15890, -8.55034, 1.56565], [3.16107, -1.98846, 1.59004], [5.06592, -6.69443, 9.04691], [-0.79265, 5.69045, -2.04278], [-0.80335, -2.41717, 6.56786], [3.30506, 1.00714, 3.10646], [-2.30865, 3.71517, 5.85604], [-3.43969, -12.19528, -9.57002], [1.08124, -0.58634, -8.58585], [-3.21974, 5.97986, -1.13452], [-2.29430, -9.34708, -7.22380], [-6.01933, 3.99692, 8.12074], [-1.62141, 6.54662, -3.52732], [-1.92146, 5.31847, 5.24436], [-5.15390, 6.56816, -2.78692], [-4.23208, 5.08670, 5.20436], [-6.56712, 4.54551, 6.52196], [-3.89009, -6.06617, 2.96100], [-2.11529, 0.39340, 4.30059], [2.50912, -1.85810, -6.85975], [-10.38219, 6.84651, -7.40826], [1.78413, -0.47951, -6.74610], [-2.22675, -6.90804, -6.38763], [6.68167, -3.24199, 6.44657], [-1.58965, 3.87318, -8.02962], [6.72414, 3.35525, 6.27256], [-4.40792, 0.59921, 3.18219], [4.21247, 1.45405, 3.51265], [-1.16513, -1.44291, 6.23917], [2.02764, 10.94195, -6.20084], [-1.94200, -11.87429, -7.85434], [0.52732, 6.82503, -8.47095], [9.52842, -6.55172, 11.48976], [-3.16743, 4.04454, -6.74723], [1.91701, 1.18941, -4.46932], [10.85822, -1.50447, 5.34550], [-5.85294, 5.70999, 7.72031], [-1.28818, -11.54291, -8.66107], [-5.80217, 6.85397, -1.95858], [-0.36620, -0.77761, 5.91177], [-1.41405, -5.83250, -7.95500], [2.61412, 10.18730, -5.67678], [1.36560, 7.05571, -7.30709], [-0.27047, 3.51286, 6.63811], [7.65434, 2.66850, 7.59179], [-3.08839, -4.14264, 1.38385], [9.61382, 3.32979, 2.64588], [-1.11945, -0.22507, -0.23813], [-0.13587, -7.22019, -6.58009], [1.86187, -2.63602, -6.45478], [11.39535, 1.67082, 2.06652], [-4.95463, -6.93357, 1.35213], [-0.15915, 2.25658, 11.09956], [-4.11022, 5.49319, -2.32550], [-2.77916, -2.38256, 5.48507], [-8.35910, 8.65655, -3.40994], [-1.68029, -11.08419, -6.55311], [-3.89441, 6.37880, -0.37704], [6.54487, -4.23941, 6.02879], [-5.83012, 4.70044, 7.30995], [-11.31756, 7.82035, -5.45498], [9.25557, -8.55924, 10.66900], [6.61030, -4.19740, 4.94157], [-1.73759, 5.96546, -7.58976], [-1.63183, 4.93593, 7.40423], [11.01391, 0.01947, 3.52947], [-3.26338, -11.71883, -8.24236], [-1.66556, -0.84643, 0.47164], [-0.25605, 4.42234, 7.23873], [0.55925, 4.16136, 8.53529], [2.63104, -5.86224, -2.19729], [0.22660, 0.35380, -7.58874], [2.92202, 8.58233, -7.75516], [-9.02867, 2.32105, -4.59182], [-2.32340, 4.77722, 6.10086], [-9.73411, 7.23521, -4.22211], [4.90521, -5.08829, 7.61258], [-1.88606, -12.94347, -7.64979], [2.29814, 2.00714, -5.08100], [11.33519, -1.84759, 6.26358], [-5.01600, 0.38067, 2.30435], [-3.94347, 6.22062, 6.53162], [1.06691, 3.17258, 10.77800], [-5.44155, -7.81764, 3.07856], [0.76709, 6.75418, -6.44746], [3.34385, -1.77110, -6.16421], [-0.92743, -4.46309, 0.14517], [-9.61087, 4.49256, -7.81085], [-1.43735, -9.70667, -6.82830], [7.67247, -7.37309, 9.56242], [-10.06283, 9.19263, -3.54689], [10.75589, -7.78495, 10.43741], [-9.88626, 5.18680, -5.07029], [-1.75093, -5.63848, -0.89447], [-2.39892, 3.30440, -6.97013], [0.22919, -0.29250, 2.12327], [-2.50094, -11.25814, -5.85713], [1.48713, -0.47723, -5.69734], [6.69012, -4.66295, 9.29384], [8.88004, 3.63590, 4.67362], [0.06255, 5.41737, -8.54371], [-0.20060, 5.20438, -9.57980], [-9.40284, 8.35109, -3.33639], [2.93670, 0.87317, -8.04232], [-8.34319, 3.86512, -6.24577], [1.80864, 2.90572, -4.70546], [4.90028, -4.11388, 8.10105], [-0.52543, -2.68013, 4.48530], [9.79847, -1.41645, 5.58483], [-4.92464, 1.14441, 3.97203], [-8.29021, 3.48616, -4.84448], [5.33947, -4.89862, 6.24625], [1.32475, 9.16531, -7.72891], [6.84526, -6.54139, 10.83199], [-4.98079, 4.39051, -1.89567], [0.99187, -5.70919, -1.07214], [2.67077, 10.39112, -4.60750], [-3.84173, -0.63329, 3.68381], [-7.66158, 4.69179, -6.44608], [-8.65930, 1.46043, -5.14949], [-1.75941, -2.58667, 3.40079], [-0.10313, 3.14965, 9.21911], [2.83896, 1.74609, 2.45469], [5.68043, -6.14917, 8.33055], [-2.00646, 0.29787, -1.28189], [-0.70928, 5.09866, -6.60270], [-1.13586, -8.92362, -5.61394], [-5.13934, -5.16993, 2.29361], [11.46359, -0.34179, 4.80509]],
  "forces_ev_per_a": [[-0.92, 0.53, 0.11], [0.76, -0.66, 0.50], [-0.10, 0.25, -0.27], [0.38, 0.29, -0.06], [-0.15, -1.26, 0.95], [0.30, -0.19, 0.23], [0.28, -0.54, -0.15], [-0.38, 0.81, -0.10], [-0.15, -0.37, -0.47], [0.13, -0.05, 0.13], [-0.34, 0.24, -0.46], [0.37, 0.22, 0.50], [0.12, -0.31, 0.27], [-0.40, -0.15, -0.30], [0.46, -0.07, 0.02], [0.17, 0.66, 0.98], [0.10, -0.13, 0.14], [-0.14, -0.19, 0.04], [0.57, -0.16, 0.18], [-0.68, 1.26, -0.02], [0.07, 0.54, 0.51], [-0.26, -0.07, -0.21], [0.29, 1.33, -0.77], [0.07, 0.31, -0.12], [-0.45, -0.15, 0.01], [-0.20, 0.23, 0.04], [0.05, 0.06, 0.58], [-0.35, 0.20, -0.11], [-0.96, 0.89, -0.06], [1.03, -0.53, 1.83], [-0.31, 0.30, 0.29], [-0.36, -0.15, 0.00], [-0.15, -0.01, -1.54], [0.71, -0.74, 0.63], [2.75, -1.20, -0.45], [-0.01, -0.70, 0.06], [0.34, -0.39, 0.09], [0.43, -1.01, 0.33], [1.06, -0.38, 0.78], [-0.78, -0.35, 0.08], [0.17, 0.36, 0.89], [0.09, -0.23, -0.01], [0.00, -0.22, -0.43], [1.60, 0.64, -0.52], [-0.53, -0.19, 0.26], [-0.01, 0.38, 0.61], [0.30, 0.74, -0.11], [-0.82, 0.68, 0.36], [-0.14, 0.51, -0.49], [0.79, 0.52, -0.50], [-0.28, -0.50, 0.48], [-0.22, 0.11, -0.16], [-0.30, -0.12, -0.42], [0.07, -0.17, 0.39], [-0.35, 0.32, 0.46], [0.92, 0.66, 0.01], [0.11, -0.25, 0.02], [-0.21, -0.11, 0.81], [-0.19, 0.81, 0.17], [1.14, 0.43, 0.54], [0.77, 0.50, 1.19], [0.53, -0.93, -0.16], [-0.25, 0.38, -0.90], [0.01, 0.73, 0.35], [0.50, -1.57, -0.69], [-0.11, -0.12, 0.50], [0.62, -0.10, 0.81], [-0.11, -0.13, 0.20], [0.06, 0.40, 0.13], [-0.61, -0.19, -0.45], [-0.24, 0.49, 0.23], [0.70, -0.08, 0.29], [0.01, -0.06, 0.41], [0.48, 0.09, -0.78], [-0.67, 0.57, 0.50], [-0.78, 0.89, -0.72], [1.78, -0.93, 0.31], [0.21, 0.18, -0.05], [-0.07, 0.23, -0.63], [-0.06, 0.11, -0.31], [0.71, -0.04, -0.05], [0.34, 0.89, -0.09], [-0.48, 0.47, -1.72], [0.36, -0.52, -0.07], [0.43, 0.36, -0.14], [-0.62, 0.30, -0.12], [0.34, 1.56, -0.58], [0.92, 0.23, 0.51], [-0.40, -1.65, 0.91], [-0.02, -0.10, -0.01], [0.48, -1.20, -0.33], [-0.53, -0.08, -0.41], [0.03, -0.31, -0.50], [-0.73, -0.15, 0.30], [0.07, 0.30, 0.36], [1.36, -0.03, -0.08], [-0.20, -0.16, -0.61], [-0.02, 0.07, 0.01], [0.26, 1.20, 0.82], [-0.04, -0.03, -0.45], [-0.56, -0.19, -0.11], [-1.04, -0.02, -0.23], [-0.16, 0.33, 0.18], [0.10, -0.30, -0.32], [0.27, 0.01, 0.49], [0.93, -0.13, 0.22], [0.28, -0.52, 1.09], [-0.03, -0.14, 0.26], [-0.35, -0.14, -2.10], [0.10, -0.56, 0.33], [-0.77, -1.05, 1.41], [0.47, 0.48, 0.07], [-0.41, -2.01, -0.19], [-0.71, 1.28, -0.34], [0.10, 0.05, 0.22], [0.33, 0.35, -0.56], [-0.20, 0.16, 0.42], [-0.25, -0.74, -0.74], [0.09, 0.15, -0.05], [-0.34, -0.98, -0.45], [-0.08, -0.26, -0.44], [-0.08, -0.51, 0.31], [-0.13, -0.05, -0.34], [-0.21, -0.09, -2.05], [-0.06, 0.43, -0.15], [-1.01, 0.28, 0.15], [-0.09, -0.84, 0.00], [0.60, 0.25, 0.42], [0.83, 0.16, -0.33], [-0.09, 0.24, -0.32], [0.26, 0.14, -0.37], [0.48, -0.70, 0.00], [0.21, -0.01, -0.51], [0.18, 1.14, 0.93], [-0.05, -0.25, -0.17], [1.13, -2.08, -0.66], [0.05, -0.35, -0.68], [-0.59, 0.24, 0.21], [-0.88, -1.07, 1.51], [-0.23, 0.66, 0.20], [0.53, -0.57, -0.16], [0.09, -0.33, -0.03], [-0.37, 1.93, 1.41], [-0.45, 0.17, 0.18], [0.03, -0.09, 1.34], [-0.34, 0.04, -0.37], [-1.22, -0.43, -0.52], [-0.21, -0.12, 0.31], [-0.39, -0.33, -0.30], [0.74, -0.49, -0.26], [-0.02, 0.17, -0.22], [0.43, -0.09, 0.11], [0.21, 0.08, 0.11], [0.38, -0.23, 0.09], [0.19, 0.10, -0.07], [-0.14, -0.25, -0.61], [0.68, -0.96, -0.16], [0.23, -0.26, -0.12], [0.33, -0.49, -0.29], [-0.17, 0.05, 0.20], [0.10, 0.10, 0.09], [0.11, 0.16, -1.26], [-0.24, -0.52, -1.06], [-0.10, 0.01, -0.32], [-0.35, -0.07, 0.06], [0.15, -0.32, -0.75], [-1.49, 0.11, -0.20], [-1.44, 0.72, 0.35], [-1.01, 0.21, -0.43], [0.11, 0.07, -0.66], [0.49, -1.21, -0.84], [0.30, 0.36, 0.00], [0.97, -0.52, -0.59], [0.76, -1.35, 1.41], [-0.14, -0.02, 0.16], [-0.64, 0.15, 0.61], [0.16, 0.32, 0.01], [-0.99, -0.11, -0.57], [0.92, 0.26, -0.87], [1.14, -0.83, -1.67], [-1.62, 0.53, -1.11], [-0.38, 0.34, 0.38], [0.59, 0.55, 0.70], [-1.69, 0.60, -0.71], [0.17, -0.01, 0.07], [-0.54, 0.21, -0.35], [0.37, -0.51, 0.10], [-0.70, -0.54, -0.28], [-1.43, -0.06, 1.26], [0.39, 1.54, 0.71], [-0.02, -0.15, -1.07], [0.98, -0.27, 0.01], [-0.48, 0.35, 0.44], [0.33, 0.82, 0.21], [-0.32, -0.17, 0.40], [0.12, 0.06, 0.26], [0.61, 0.95, 0.60], [-0.12, -0.73, 0.24], [0.51, 0.58, 0.80], [0.43, -0.40, -0.21], [0.07, 0.06, -0.02], [-0.33, 0.09, -0.13], [0.34, 0.82, 0.13], [0.01, -0.16, -0.06], [0.01, 0.03, 0.21], [0.22, 0.12, -0.51], [-0.26, -0.12, 0.48], [0.30, 0.12, -0.49], [-0.61, 0.01, -0.93], [-0.31, -0.03, -0.02], [-0.32, -0.12, 0.16], [-0.54, 0.37, -0.09], [-0.18, 0.21, -0.01], [0.13, 0.28, -0.16], [1.09, 0.91, -1.08], [-0.44, 0.12, -0.04], [-0.13, -0.94, -0.44], [-0.73, 0.10, -0.37], [0.01, -1.07, 0.18], [-0.14, 0.05, -0.37], [0.19, 0.05, 0.38], [-0.17, -0.10, -0.02], [-0.19, 0.20, -0.46], [-0.42, -0.19, 0.00], [-0.12, 0.94, -0.32], [-1.67, -0.32, 1.10], [-0.45, 0.07, -0.36], [0.03, 0.31, 0.35], [0.52, -0.25, 0.14], [-1.00, 0.51, 0.85], [-0.28, -0.14, -0.12], [0.17, 1.42, 0.03], [-0.03, 0.16, 0.65], [0.40, -0.14, -0.15], [0.18, -0.15, -0.29], [-1.73, -0.90, 0.98], [-0.24, -0.05, 0.00], [1.61, 0.12, 0.15], [0.48, 0.23, 1.63], [0.17, -0.56, 0.36], [-0.69, -0.09, -1.12], [-0.13, 0.64, -0.28], [0.04, 0.57, 1.63]],
  "lowdin_charge": [0.11, -0.45, 0.12, 0.12, -0.20, 0.08, 0.09, 0.11, 0.08, 0.12, 0.09, 0.07, 0.06, 0.13, 0.08, -0.11, 0.07, 0.10, 0.08, -0.23, 0.12, 0.11, -0.21, 0.08, 0.06, 0.08, 0.12, 0.10, -0.21, -0.07, 0.08, 0.10, -0.19, -0.19, -0.10, 0.06, 0.09, -0.20, -0.19, 0.12, 0.12, 0.11, 0.10, -0.13, 0.12, 0.08, -0.07, 0.09, 0.08, -0.08, 0.11, 0.09, 0.11, 0.08, -0.20, 0.08, 0.11, 0.11, 0.09, -0.28, -0.16, -0.23, 0.12, -0.12, -0.20, 0.11, -0.20, 0.09, 0.12, 0.08, 0.08, -0.24, 0.12, 0.09, 0.04, -0.06, -0.23, 0.12, 0.08, 0.12, 0.12, 0.11, -0.17, 0.08, 0.12, -0.12, -0.17, -0.10, -0.19, 0.12, -0.22, 0.09, 0.11, 0.09, 0.12, -0.12, 0.11, 0.07, -0.25, 0.11, 0.08, -0.20, 0.08, 0.12, 0.12, -0.22, -0.19, 0.09, 0.03, -0.10, -0.18, 0.09, -0.21, -0.05, 0.09, 0.11, 0.11, 0.09, 0.08, -0.10, 0.11, -0.11, 0.07, -0.17, 0.11, 0.09, 0.08, 0.12, -0.06, 0.11, 0.09, 0.12, 0.12, -0.06, 0.12, -0.45, -0.19, 0.08, -0.16, 0.09, -0.09, 0.08, -0.09, 0.08, -0.25, -0.07, -0.20, 0.08, 0.08, -0.10, 0.09, 0.12, 0.08, 0.08, 0.09, -0.11, -0.21, 0.11, 0.09, 0.11, 0.12, -0.18, 0.12, 0.07, 0.11, -0.19, 0.09, -0.41, 0.14, 0.08, -0.23, 0.12, -0.14, -0.11, 0.13, 0.08, 0.09, 0.12, -0.05, -0.23, -0.19, 0.11, -0.21, -0.23, 0.09, 0.06, 0.12, -0.13, -0.20, -0.19, -0.20, 0.12, -0.10, 0.08, 0.09, 0.12, 0.08, 0.08, 0.11, 0.07, 0.11, 0.12, -0.06, 0.10, 0.08, 0.08, 0.08, 0.11, -0.08, 0.09, 0.12, 0.12, 0.10, -0.24, -0.20, 0.12, -0.07, 0.13, -0.19, 0.09, 0.12, 0.07, 0.09, 0.08, -0.20, -0.18, 0.11, 0.12, 0.02, -0.23, 0.09, -0.18, 0.11, 0.09, 0.07, -0.20, 0.07, -0.23, -0.21, 0.11, -0.19, 0.12, -0.20]
}